i:
Molecular formula: C3H6N2OS
Method: DFT, ωB97M-V with the def2-TZVPD basis set

Properties
- HOMO energy (eV) = -8.96
- LUMO (Eh) = 0.0221
- multiplicity = 1
- Kohn-Sham gap (eV) = 9.56
- charge = 0

Geometry as XYZ:
```
13
Properties=species:S:1:pos:R:3:nbo_charge:R:1
C 0.51 0.09 -0.03 0.4320
C -1.21 -1.46 -0.06 -0.3797
C 1.97 0.61 0.14 -0.6536
N 0.20 -1.22 0.06 -0.5053
N -0.49 0.92 -0.31 -0.8406
O -2.78 0.57 0.81 -0.9454
S -2.11 0.27 -0.43 1.3515
H -1.21 -1.83 -1.06 0.1977
H -1.65 -2.13 0.61 0.2293
H 2.04 1.71 -0.28 0.2087
H 2.76 -0.14 -0.23 0.2576
H 2.23 0.71 1.13 0.2338
H -0.26 1.90 -0.33 0.4142
```

ii:
Molecular formula: C3H6N2OS
Method: DFT, ωB97M-V with the def2-TZVPD basis set

Properties
- HOMO energy (eV) = -8.66
- LUMO (Eh) = 0.0171
- multiplicity = 1
- Kohn-Sham gap (eV) = 9.12
- charge = 0

Geometry as XYZ:
```
13
Properties=species:S:1:pos:R:3:nbo_charge:R:1
C 0.79 0.95 2.44 0.0095
C 0.31 -0.09 -1.97 -0.6662
C 0.08 -0.17 0.25 0.3440
N 0.49 1.10 3.53 -0.2871
N -1.32 0.07 0.49 -0.8619
O 0.24 -1.50 0.51 -0.7010
S 1.27 1.09 0.84 0.3258
H 1.13 0.62 -2.18 0.2015
H 0.33 -1.26 -2.15 0.2003
H -0.55 0.36 -2.29 0.1762
H -2.00 -0.32 -0.10 0.3879
H -1.66 1.05 0.66 0.3844
H 0.89 -1.89 -0.03 0.4866
```

iii:
Molecular formula: C3H6N2OS
Method: DFT, ωB97M-V with the def2-TZVPD basis set

Properties
- SMILES = C=CN(S)/C=N/O
- HOMO energy (eV) = -8.35
- LUMO (Eh) = 0.0275
- multiplicity = 1
- Kohn-Sham gap (eV) = 9.10
- charge = 0

Geometry as XYZ:
```
13
Properties=species:S:1:pos:R:3:nbo_charge:R:1
C -2.51 -0.51 0.01 -0.4783
C -1.21 -0.73 -0.13 -0.0106
N -0.18 0.23 -0.21 -0.5659
S -0.54 1.89 -0.20 0.2104
C 1.14 -0.20 -0.19 0.2073
N 2.11 0.60 -0.02 -0.1911
O 3.31 -0.11 -0.07 -0.5724
H -3.21 -1.38 0.07 0.2149
H -2.97 0.48 0.09 0.2194
H -0.84 -1.75 -0.20 0.2013
H -0.28 2.14 1.12 0.1122
H 1.25 -1.24 -0.32 0.1790
H 3.95 0.57 0.05 0.4738
```

iv:
Molecular formula: C3H6N2OS
Method: DFT, ωB97M-V with the def2-TZVPD basis set

Properties
- SMILES = C=NNC(=S)CO
- HOMO energy (eV) = -9.02
- LUMO (Eh) = -0.0205
- multiplicity = 1
- Kohn-Sham gap (eV) = 8.46
- charge = 0

Geometry as XYZ:
```
13
Properties=species:S:1:pos:R:3:nbo_charge:R:1
C 0.14 -2.42 0.89 -0.1228
N -1.11 -1.75 1.06 -0.2241
N -0.91 -0.48 0.82 -0.3782
C -0.21 0.26 0.00 0.0846
S 1.04 -0.16 -1.03 -0.1304
C -0.57 1.67 0.06 -0.1629
O 0.35 2.59 -0.61 -0.7507
H 0.16 -3.49 1.05 0.1950
H 1.03 -1.85 0.50 0.2124
H -1.72 0.02 1.42 0.4006
H -1.62 1.86 -0.51 0.2160
H -0.50 2.09 1.11 0.2159
H 1.11 1.80 -0.96 0.4447
```

Least stable structure: iv

i:
Molecular formula: C3H6N2OS
Method: DFT, ωB97M-V with the def2-TZVPD basis set

Properties
- SMILES = C=CNC(=O)NS
- HOMO energy (eV) = -9.00
- LUMO (Eh) = 0.0225
- multiplicity = 1
- Kohn-Sham gap (eV) = 9.61
- charge = 0

Geometry as XYZ:
```
13
Properties=species:S:1:pos:R:3:nbo_charge:R:1
C -2.50 -0.89 -0.18 -0.4801
C -1.54 -0.05 0.17 0.0069
N -0.14 -0.18 0.02 -0.6449
C 0.72 0.91 -0.10 0.7834
O 0.29 2.03 0.04 -0.6169
N 2.05 0.68 -0.35 -0.7806
S 2.90 -0.76 -0.01 0.1779
H -3.52 -0.55 0.00 0.2121
H -2.44 -1.89 -0.59 0.1995
H -1.83 0.94 0.56 0.2228
H 0.10 -1.09 -0.31 0.4007
H 2.63 1.49 -0.53 0.4187
H 3.28 -0.61 1.28 0.1007
```

ii:
Molecular formula: C3H6N2OS
Method: DFT, ωB97M-V with the def2-TZVPD basis set

Properties
- HOMO energy (eV) = -8.95
- LUMO (Eh) = 0.0204
- multiplicity = 1
- Kohn-Sham gap (eV) = 9.50
- charge = 0

Geometry as XYZ:
```
13
Properties=species:S:1:pos:R:3:nbo_charge:R:1
C 0.77 0.02 -0.01 0.5578
C -1.51 0.12 0.43 0.0471
C 2.33 -0.28 -0.27 -0.6823
N 0.45 1.27 0.00 -0.4073
N -1.03 1.32 0.02 -0.4606
O -0.05 -0.97 0.09 -0.5924
S -3.03 -0.38 -0.17 0.1019
H -1.27 -0.03 1.44 0.2052
H 3.05 -0.61 0.52 0.2444
H 2.58 0.54 -1.03 0.2444
H 2.17 -1.24 -0.85 0.2233
H -1.31 1.65 -0.87 0.3663
H -3.13 -1.41 0.72 0.1522
```

Least stable structure: ii

i:
Molecular formula: C3H4O2
Method: DFT, ωB97M-V with the def2-TZVPD basis set

Properties
- SMILES = O=C[C@H]1CO1
- HOMO energy (eV) = -10.34
- LUMO (Eh) = 0.0185
- multiplicity = 1
- Kohn-Sham gap (eV) = 10.84
- charge = 0

Geometry as XYZ:
```
9
Properties=species:S:1:pos:R:3:nbo_charge:R:1
O 1.55 -1.62 0.84 -0.4998
C 0.79 -0.65 0.94 0.3975
C 0.45 0.05 -0.26 -0.0619
C -0.96 0.42 -0.56 -0.1199
O 0.08 1.40 -0.26 -0.4698
H 0.17 -0.35 1.86 0.1271
H 1.13 -0.06 -1.06 0.2101
H -1.32 0.32 -1.66 0.2024
H -1.89 0.50 0.15 0.2143
```

ii:
Molecular formula: C3H4O2
Method: DFT, ωB97M-V with the def2-TZVPD basis set

Properties
- HOMO energy (eV) = -9.42
- LUMO (Eh) = 0.0131
- multiplicity = 1
- Kohn-Sham gap (eV) = 9.78
- charge = 0

Geometry as XYZ:
```
9
Properties=species:S:1:pos:R:3:nbo_charge:R:1
O -1.92 -1.12 0.01 -0.4714
C -0.79 -0.84 -0.01 0.7675
C 0.43 -0.71 0.66 -0.7160
C 0.15 1.12 -0.52 0.2226
O -0.30 0.31 -1.38 -0.6004
H 1.33 -0.76 0.07 0.2503
H 0.47 -1.21 1.63 0.2363
H 1.14 1.57 -0.66 0.1581
H -0.51 1.63 0.20 0.1530
```

Least stable structure: ii

i:
Molecular formula: CH2F2N2
Method: DFT, ωB97M-V with the def2-TZVPD basis set

Properties
- HOMO energy (eV) = -9.81
- LUMO (Eh) = -0.0067
- multiplicity = 1
- Kohn-Sham gap (eV) = 9.63
- charge = 0

Geometry as XYZ:
```
7
Properties=species:S:1:pos:R:3:nbo_charge:R:1
C 0.34 -0.69 -0.13 0.5958
N -0.77 -0.89 0.28 -0.1607
N 1.50 -0.47 -0.25 -0.6675
F -0.52 1.61 -0.08 -0.5758
F -1.92 -0.60 -0.32 -0.1861
H 2.29 -1.12 -0.42 0.4145
H -0.92 2.16 0.93 0.5800
```

ii:
Molecular formula: CH2F2N2
Method: DFT, ωB97M-V with the def2-TZVPD basis set

Properties
- SMILES = FCF.N#N
- HOMO energy (eV) = -11.57
- LUMO (Eh) = 0.0418
- multiplicity = 1
- Kohn-Sham gap (eV) = 12.71
- charge = 0

Geometry as XYZ:
```
7
Properties=species:S:1:pos:R:3:nbo_charge:R:1
F 0.18 0.00 0.59 -0.3073
C 0.48 0.92 -0.17 0.4449
F 1.73 1.22 0.42 -0.3816
H 0.95 0.72 -1.33 0.0982
H -0.44 1.55 -0.33 0.1448
N -1.73 -1.86 0.09 -0.0078
N -1.16 -2.56 0.72 0.0089
```

Least stable structure: i

i:
Molecular formula: CH2F2N2
Method: DFT, ωB97M-V with the def2-TZVPD basis set

Properties
- SMILES = F/N=C/NF
- HOMO energy (eV) = -10.39
- LUMO (Eh) = 0.0323
- multiplicity = 1
- Kohn-Sham gap (eV) = 11.27
- charge = 0

Geometry as XYZ:
```
7
Properties=species:S:1:pos:R:3:nbo_charge:R:1
F 0.34 -2.34 -0.50 -0.2392
N 0.51 -1.15 0.19 -0.0433
C -0.34 -0.27 -0.15 0.1391
N -0.18 1.17 0.49 -0.2028
F 0.86 1.10 1.34 -0.2012
H -1.06 -0.25 -1.07 0.2023
H -0.12 1.74 -0.30 0.3451
```

ii:
Molecular formula: CH2F2N2
Method: DFT, ωB97M-V with the def2-TZVPD basis set

Properties
- SMILES = N=C=NF.F
- HOMO energy (eV) = -11.26
- LUMO (Eh) = -0.0200
- multiplicity = 1
- Kohn-Sham gap (eV) = 10.72
- charge = 0

Geometry as XYZ:
```
7
Properties=species:S:1:pos:R:3:nbo_charge:R:1
N -0.54 -0.65 -0.88 -0.6984
C -0.07 0.42 -0.49 0.5665
N 0.77 1.24 -0.30 -0.0977
F 0.62 2.45 0.41 -0.1872
H -0.81 -0.81 -1.90 0.4251
F 0.20 -1.21 2.02 -0.5788
H -0.16 -1.44 1.13 0.5705
```

Least stable structure: i

i:
Molecular formula: C2H6N4
Method: DFT, ωB97M-V with the def2-TZVPD basis set

Properties
- SMILES = [H]/N=C\N/C(N)=N/[H]
- HOMO energy (eV) = -9.17
- LUMO (Eh) = 0.0302
- multiplicity = 1
- Kohn-Sham gap (eV) = 9.99
- charge = 0

Geometry as XYZ:
```
12
Properties=species:S:1:pos:R:3:nbo_charge:R:1
H -1.27 -0.44 -1.45 0.3258
N -1.73 -1.21 -0.88 -0.6378
C -1.01 -1.40 0.12 0.2689
N 0.27 -0.86 0.30 -0.6490
C 0.73 0.45 0.24 0.5820
N -0.03 1.35 -0.46 -0.8467
N 1.86 0.66 0.78 -0.7641
H 2.23 1.59 0.65 0.3393
H -1.20 -2.26 0.77 0.1708
H 0.89 -1.41 0.88 0.4162
H 0.30 2.31 -0.45 0.3990
H -1.03 1.21 -0.48 0.3955
```

ii:
Molecular formula: C2H6N4
Method: DFT, ωB97M-V with the def2-TZVPD basis set

Properties
- SMILES = [H]/N=N\C.N=C=N
- HOMO energy (eV) = -8.71
- LUMO (Eh) = 0.0284
- multiplicity = 1
- Kohn-Sham gap (eV) = 9.48
- charge = 0

Geometry as XYZ:
```
12
Properties=species:S:1:pos:R:3:nbo_charge:R:1
H -1.13 1.62 -0.56 0.2568
N -1.03 0.75 -1.12 -0.3242
N -0.55 -0.23 -0.55 -0.0758
C -0.63 -0.25 0.92 -0.4880
H -0.82 0.75 1.23 0.1660
H -1.50 -0.90 1.28 0.2305
H 0.38 -0.58 1.26 0.2135
N 3.15 -0.27 1.01 -0.7358
C 2.42 -0.05 0.05 0.6579
N 1.72 0.00 -0.90 -0.6917
H 3.31 0.39 1.62 0.3731
H 2.20 -0.14 -1.78 0.4178
```

Least stable structure: ii